No. 1
# C4H14N2O2

A 2-piece molecular cluster, C4H14N2O2 overall (wB97M-V/def2-TZVPD, OMol25).

The geometry in XYZ format:
```
22
C4H14N2O2 wB97M-V/def2-TZVPD
O 2.4493 0.0849 -1.6707
C 1.5530 0.8515 -1.3580
C 1.0229 0.6442 0.1252
C -0.4499 0.6208 -0.0982
C -1.2948 1.1855 1.0529
N -2.5290 0.2847 1.1124
N 1.6500 -0.6720 0.5513
H 0.9086 1.4399 -2.0258
H 1.3779 1.5353 0.7156
H -0.6661 -0.3838 -0.3578
H -0.7725 1.1101 -1.0530
H -1.5655 2.2632 0.7871
H -0.7329 1.2047 2.0482
H -2.5191 -0.2146 1.9710
H -2.5108 -0.4934 0.4089
H -3.4951 0.7627 0.9805
H 1.1545 -1.5582 0.2025
H 1.8110 -0.8681 1.5688
H 2.5643 -0.7833 0.0166
H 0.3704 -3.0191 -1.2836
H 1.0716 -1.9433 -2.3011
O 0.6021 -2.0518 -1.3927
```

Net charge = +2
Spin multiplicity = 1
ΔE to the lowest compared entry with this formula, charge and spin = 120.9 kJ/mol
Electronic energy = -11432.3767 eV
Gap between HOMO and LUMO = 11.16 eV



No. 2
# C20H45F2IrO9P2

C20H45F2IrO9P2 as an isolated structure (wB97M-V/def2-TZVPD, OMol25).

The geometry in XYZ format:
```
79
C20H45F2IrO9P2 wB97M-V/def2-TZVPD
Ir -0.2944 -1.6062 -1.0597
C 0.9415 -3.7779 1.0766
O 0.0169 -3.6525 -0.0294
C -1.1856 -4.4491 0.0889
C -2.3963 -3.5393 0.1549
O -2.3995 -2.6528 -0.9618
C -2.8061 -3.2148 -2.2053
C -2.3567 -2.2674 -3.2788
O -0.9226 -2.0950 -3.1748
C -0.3607 -1.3998 -4.3071
H 0.4707 -3.4775 2.0108
H 1.7885 -3.1298 0.8650
H 1.2858 -4.8094 1.1562
H -1.1488 -5.0830 0.9738
H -1.2463 -5.0847 -0.7950
H -2.3404 -2.8953 1.0320
H -3.3117 -4.1326 0.1966
H -3.8920 -3.3199 -2.2328
H -2.3539 -4.1991 -2.3539
H -2.8543 -1.3007 -3.1738
H -2.6020 -2.6870 -4.2557
H -0.8073 -0.4115 -4.4155
H -0.5471 -1.9738 -5.2152
H 0.7114 -1.3148 -4.1458
C -2.0617 -0.7449 3.5407
C -0.9728 0.1389 4.1127
C -1.4578 1.5127 4.5203
O 0.1820 0.2568 3.1996
P 0.3029 0.2937 1.6609
O -0.2462 -0.9262 0.9596
C -0.5466 1.7636 1.0306
P -0.4613 1.7158 -0.7616
O -0.9661 0.4185 -1.3500
O -1.3277 2.8225 -1.3943
C -1.4257 4.2765 -1.1577
C -2.3694 4.5723 -0.0107
C -0.0753 4.9485 -1.0400
O 1.0655 1.9718 -1.0324
C 1.6547 1.4723 -2.2687
C 2.6438 2.4893 -2.7895
C 2.2921 0.1408 -1.9524
O 1.8189 0.4057 1.3561
C 2.9293 0.9940 2.1435
C 2.6355 2.4331 2.5109
C 3.2799 0.1230 3.3301
H -2.8495 -0.8647 4.2822
H -1.6659 -1.7301 3.2909
H -2.4935 -0.2993 2.6400
H -0.5440 -0.3492 4.9861
H -1.9698 2.0210 3.6999
H -0.6277 2.1320 4.8589
H -2.1586 1.4089 5.3475
H -0.0909 2.6724 1.4264
H -1.5997 1.7199 1.3186
H -1.9002 4.6259 -2.0728
H -1.8900 4.3979 0.9564
H -3.2679 3.9600 -0.0833
H -2.6660 5.6187 -0.0521
H 0.5026 4.5454 -0.2036
H -0.2258 6.0142 -0.8780
H 0.5130 4.8192 -1.9475
H 0.8504 1.3349 -2.9957
H 3.4166 2.6949 -2.0481
H 2.1435 3.4230 -3.0384
H 3.1195 2.1062 -3.6925
H 3.0579 0.2478 -1.1847
H 2.7426 -0.2832 -2.8509
H 1.5192 -0.5545 -1.5543
H 3.7553 0.9666 1.4341
H 1.8104 2.4831 3.2255
H 2.3969 3.0183 1.6207
H 3.5124 2.8757 2.9803
H 2.4992 0.1552 4.0878
H 4.2042 0.4847 3.7785
H 3.4208 -0.9146 3.0255
F 1.6547 -3.2085 -2.2989
C 1.6137 -4.3858 -2.6671
F 0.5048 -4.9192 -2.6758
H 2.4289 -4.8212 -3.2736
```

Net charge = +3
Spin multiplicity = 2
Electronic energy = -66723.2318 eV
<S²> = 0.752
Gap between HOMO and LUMO (spin up / spin down) = 4.72 / 5.07 eV



No. 3
# C17H54F6N19O19S2Zn

C17H54F6N19O19S2Zn as an isolated structure (wB97M-V/def2-TZVPD, OMol25).

The geometry in XYZ format:
```
118
C17H54F6N19O19S2Zn wB97M-V/def2-TZVPD
Zn 2.6081 -1.0392 -1.3953
C 1.4685 1.9123 0.8266
F 0.8376 2.8908 1.4448
F 2.6031 2.3550 0.3098
F 1.7789 0.9731 1.7158
S 0.3769 1.2356 -0.5589
O -0.9714 1.5353 -0.2346
O 0.8894 1.8943 -1.7273
N 0.9146 -0.3954 -0.5874
S -0.1149 -1.2042 0.3662
O 0.3657 -2.5406 0.6183
O -0.5861 -0.4579 1.4915
C -1.6747 -1.5172 -0.6874
F -2.0776 -2.7569 -0.5171
F -2.6106 -0.6663 -0.3160
F -1.3987 -1.2819 -1.9716
C -3.1967 -7.1232 -0.3103
O -4.0644 -7.1760 -1.1500
N -3.1936 -7.8374 0.8719
N -2.2284 -6.1368 -0.3356
H -2.4903 -7.5012 1.5041
H -3.4859 -8.7964 0.8585
H -2.3274 -5.4698 -1.0784
H -1.3795 -6.1698 0.1941
C 4.8997 1.1347 -1.6427
O 3.9434 0.5010 -1.1800
N 4.8006 1.9138 -2.7431
N 6.1276 1.0358 -1.0824
H 4.0097 1.8201 -3.3602
H 5.6279 2.3316 -3.1341
H 6.1609 0.3785 -0.3224
H 6.9841 1.3161 -1.5232
C 2.4696 5.3816 -2.0542
O 2.1450 6.5231 -1.7412
N 3.6169 4.7891 -1.6386
N 1.6989 4.6266 -2.8835
H 4.2391 5.3402 -1.0798
H 3.7518 3.8137 -1.8270
H 1.8368 3.6345 -2.8796
H 0.8883 5.0643 -3.2824
C 2.2835 0.0009 -4.4160
O 2.2296 -0.7291 -3.4035
N 1.7825 1.2369 -4.5092
N 2.9282 -0.4567 -5.5179
H 2.0747 1.9120 -5.1920
H 1.1656 1.5235 -3.7520
H 2.7689 -0.0593 -6.4269
H 3.4522 -1.3114 -5.4778
C -1.1614 5.1117 -0.6680
O -1.2458 4.7735 -1.8457
N -0.1984 5.9412 -0.1923
N -2.0523 4.6757 0.2902
H 0.5711 6.1437 -0.8247
H 0.0575 6.1282 0.7600
H -2.6998 3.9266 0.0596
H -1.9492 5.1827 1.1486
C -4.5730 2.3111 0.7405
O -4.4148 3.1549 -0.1397
N -5.7930 1.8045 1.1021
N -3.5240 1.7637 1.4408
H -6.5543 2.2531 0.6206
H -5.7987 0.7838 1.1974
H -2.6101 1.9729 1.0799
H -3.7256 1.4676 2.3761
C 3.6834 -2.3480 1.4086
O 3.3211 -1.6617 0.4486
N 2.8966 -3.3299 1.8989
N 4.7912 -2.0321 2.1342
H 1.9394 -3.4110 1.5796
H 3.2136 -3.9026 2.6605
H 5.2022 -1.1268 2.0095
H 5.0154 -2.6098 2.9228
C 2.2160 -4.2342 -1.8477
O 1.9275 -3.0540 -1.6522
N 3.2124 -4.8413 -1.1512
N 1.5871 -5.0220 -2.7619
H 3.5672 -4.2924 -0.3879
H 3.3011 -5.8407 -1.1221
H 2.1463 -5.6999 -3.2485
H 0.7395 -4.6869 -3.1849
C 3.0791 3.5430 4.8122
O 4.2309 3.7761 5.1250
N 2.1911 2.9682 5.6915
N 2.5197 3.9633 3.6382
H 1.2809 2.6564 5.4101
H 2.5097 2.7709 6.6208
H 3.1428 4.4204 3.0012
H 1.5274 3.8903 3.5386
C -4.9668 -2.9905 1.2419
C -6.2336 -2.2664 1.6810
O -5.9360 -0.8753 1.8885
O -5.1394 -4.4102 1.3216
H -4.0906 -2.7234 1.8339
H -4.8557 -2.7892 0.1786
H -6.6857 -2.6423 2.6009
H -6.9705 -2.3031 0.8832
H -5.3836 -0.7773 2.6704
H -4.9117 -4.6926 2.2110
C -1.4538 2.6338 -4.8891
C -2.7302 3.3379 -4.5408
O -3.2784 2.8763 -3.3281
O -0.4360 3.0094 -3.9627
H -1.0952 2.9161 -5.8822
H -1.5207 1.5396 -4.8822
H -3.4966 3.1860 -5.3153
H -2.6603 4.4303 -4.5567
H -3.0592 3.4458 -2.5803
H -0.7789 3.0344 -3.0594
C -0.6851 -3.3273 5.6977
C -1.0646 -2.6744 4.3976
O -2.1471 -1.7815 4.6113
O -0.5672 -2.3152 6.7226
H 0.2589 -3.8839 5.6602
H -1.4508 -4.0598 5.9728
H -1.4055 -3.4515 3.7099
H -0.2555 -2.1389 3.8893
H -1.8890 -1.2079 5.3417
H -0.6089 -2.8368 7.5307
```

Net charge = +1
Spin multiplicity = 1
Electronic energy = -172116.2320 eV
Gap between HOMO and LUMO = 7.92 eV



No. 4
# C3H3NO2

A single C3H3NO2 molecule (wB97M-V/def2-TZVPD, OMol25).

The geometry in XYZ format:
```
9
C3H3NO2 wB97M-V/def2-TZVPD
O -1.8379 0.1398 0.2946
C -0.5144 0.5206 0.1109
C 0.4624 -0.6342 0.2645
O 0.2469 -1.8003 0.2720
C 2.4365 0.0793 -0.7118
N 1.8219 -0.0991 0.2915
H -2.0733 -0.4377 -0.4384
H -0.2987 0.9140 -0.8964
H -0.2498 1.3253 0.8102
```

Net charge = 0
Spin multiplicity = 1
ΔE to the lowest compared entry with this formula, charge and spin = 249.4 kJ/mol
Electronic energy = -8742.5459 eV
Gap between HOMO and LUMO = 11.38 eV